Density functional theory data (the ωB97M-V functional and the def2-TZVPD basis) for a cluster of 2 separate species, C6H11F2N in total in a non-equilibrium geometry.

ORCA input file:
```
! RIJCOSX wB97M-V def2-TZVPD def2/J DEFGRID3
* xyz 0 3
C 2.24903 1.03830 -1.09410
C 1.05790 1.71774 0.84240
C -1.07735 -0.78985 0.17813
C -1.64595 0.36306 0.22717
C -0.87976 -1.48893 -1.17228
C -0.71243 -1.56058 1.42948
N 1.28926 1.72545 -0.47393
F -2.07259 1.07203 -0.81661
F -1.87752 0.97170 1.45358
H 2.38555 0.95986 -2.16112
H 2.66951 0.23251 -0.46404
H 1.54433 1.03148 1.41281
H 0.16651 2.16311 1.22175
H 0.13551 -1.59165 -1.51833
H -1.31541 -0.80632 -1.90850
H -1.12039 -2.48434 -1.08192
H -1.12760 -1.07423 2.30995
H 0.43310 -1.41068 1.40574
H -0.97933 -2.64108 1.13861
H 0.87763 2.57240 -0.92877
*
```

The calculation puts the highest occupied orbital energy (alpha / beta) at -5.3 / -9.3 eV. The strongest force on any atom is 5.7 eV/Å. The relative energy (zero: lowest compared OMol25 entry of this formula, charge and spin) is 13.77 kcal/mol.

Atomic partial charges in e from the Löwdin method, atoms 1 to 4: atom 1 (C): -0.05, atom 2 (C): -0.04, atom 3 (C): -0.30, atom 4 (C): -0.35